1.
Computed, not measured: a cluster of 5 separate species, H12NO4 in total in a non-equilibrium geometry, with ωB97M-V with the def2-TZVPD basis set.

Kohn-Sham gap = 11.326 eV
Total energy = -362.66819 Eh
Total charge = +1

Structure (XYZ):
```
17
Properties=species:S:1:pos:R:3:forces:R:3:lowdin_charge:R:1
N 1.054 -0.432 0.136 -2.1324 -1.4659 0.7107 0.27
H 0.432 -1.104 0.792 1.4290 1.9139 -1.0377 0.17
H 1.274 0.466 0.560 -0.3038 0.4266 0.3389 0.11
H 1.967 -0.807 -0.120 -0.2355 -0.4023 -0.4814 0.13
H 0.401 -0.271 -0.667 1.1738 -0.0645 0.4412 0.16
H -4.480 0.979 0.605 0.2349 -0.1338 0.2366 0.05
H -4.898 0.988 2.055 0.4084 -0.1585 0.0040 0.05
O -4.147 0.750 1.487 -0.4460 0.1908 -0.2597 -0.06
H 3.039 2.933 -0.585 -0.5146 -0.1434 0.1943 0.06
H 1.514 3.146 -0.660 -0.0888 0.3243 -0.1565 0.04
O 2.187 2.614 -0.238 0.4639 -0.4204 0.0189 -0.06
H 1.664 -2.268 -2.425 0.2923 0.9522 -0.0136 0.04
H 2.643 -2.501 -3.398 1.0452 -0.1267 -0.9763 0.04
O 2.388 -1.758 -2.858 -1.4327 -0.8795 1.0842 -0.07
H -1.992 -0.462 1.597 -1.3347 1.1734 0.1702 0.01
H -1.700 -1.922 1.936 -0.0098 0.2143 -0.0567 0.08
O -1.333 -1.126 1.529 1.4508 -1.4006 -0.2171 -0.03
```
Positions in Å, forces in eV/Å.

=====

2.
Computed, not measured: a structure of composition C17H12AuN4O4Se, with ωB97M-V with the def2-TZVPD basis set.

Kohn-Sham gap = 6.998 eV
Total energy = -3711.86163 Eh
Total charge = +1

Structure (XYZ):
```
39
Properties=species:S:1:pos:R:3:forces:R:3:lowdin_charge:R:1
Au 0.378 0.518 -0.441 -0.2242 0.5831 0.4274 1.30
O -1.528 4.205 -0.879 0.0805 0.0063 0.0329 0.10
C -1.059 3.112 -0.663 -0.1974 -0.0253 0.1072 -0.62
O 0.155 2.722 -0.789 0.1897 -0.3036 -0.5783 -0.13
C -2.040 2.026 -0.168 0.0715 -0.0006 -0.0385 -0.14
C -3.383 2.364 0.015 -0.0572 0.0250 0.0793 0.03
C -4.265 1.400 0.404 0.0148 0.0060 -0.0452 0.04
C -3.827 0.070 0.575 0.0655 -0.0099 0.0593 -0.14
C -4.718 -0.973 0.922 -0.0026 0.0097 -0.0040 -0.01
C -4.270 -2.255 1.040 -0.0081 -0.0057 -0.0050 -0.05
C -2.911 -2.547 0.805 0.0101 -0.0097 0.0078 -0.04
C -2.022 -1.563 0.474 -0.0420 0.0320 -0.0584 -0.04
C -2.461 -0.228 0.368 -0.0427 -0.0752 0.0115 -0.18
N -1.596 0.789 0.029 0.0068 0.0319 -0.0095 0.01
H -3.658 3.393 -0.164 -0.0050 -0.0056 -0.0087 0.13
H -5.311 1.632 0.559 0.0042 0.0112 0.0108 0.13
H -5.761 -0.731 1.079 0.0015 0.0027 0.0021 0.12
H -4.953 -3.052 1.299 0.0030 0.0027 0.0098 0.12
H -2.566 -3.569 0.888 0.0018 0.0014 -0.0180 0.12
H -0.988 -1.805 0.283 0.0284 -0.0131 -0.0417 0.08
Se 2.304 -3.248 -2.908 0.0394 0.0621 0.0157 1.23
N 3.864 -2.448 -3.063 -0.0649 -0.0501 0.0025 -0.21
C 3.756 -1.282 -2.452 0.0109 0.0018 0.0055 -0.38
C 4.787 -0.306 -2.343 0.0068 0.0284 0.0050 0.05
C 4.501 0.849 -1.687 -0.0227 -0.0389 -0.0077 -0.01
C 3.212 1.054 -1.130 -0.0852 0.0735 -0.0805 -0.06
N 2.239 0.177 -1.208 0.1581 0.0671 0.1651 -0.05
C 2.473 -1.013 -1.864 0.0258 0.0087 -0.0305 -0.46
N 1.549 -1.934 -1.991 0.0111 -0.0376 -0.0059 -0.23
H 5.756 -0.502 -2.782 -0.0003 0.0061 -0.0020 0.14
H 5.232 1.636 -1.576 0.0049 -0.0039 -0.0054 0.12
H 2.981 1.983 -0.623 -0.0253 -0.0087 0.0212 0.13
C 2.639 0.076 2.971 -0.0477 0.0311 -0.1136 0.03
O 2.121 0.251 1.608 0.1329 -0.0245 0.1835 -0.08
C 0.904 -0.198 1.431 -0.0439 -0.3251 -0.2721 -0.51
O 0.168 -0.735 2.175 -0.0166 -0.0309 0.0996 0.14
H 3.598 0.581 2.966 0.0110 -0.0129 0.0137 0.10
H 2.745 -0.986 3.169 -0.0016 0.0051 0.0400 0.11
H 1.951 0.539 3.672 0.0090 -0.0143 0.0249 0.11
```
Positions in Å, forces in eV/Å.

=====

3.
Computed, not measured: a structure of composition C21H24BN7PdS in a non-equilibrium geometry, with ωB97M-V with the def2-TZVPD basis set.

Kohn-Sham gap (alpha / beta) = 6.355 / 3.384 eV
Total energy = -1748.13134 Eh
Spin multiplicity = 5
Total charge = +2

Structure (XYZ):
```
55
Properties=species:S:1:pos:R:3:forces:R:3:lowdin_spin:R:1
Pd 0.514 0.304 -0.299 -1.4824 -0.9972 0.8132 1.72
B -1.898 -1.263 2.126 -1.5023 -0.0742 0.9193 0.00
N -0.695 -0.462 2.562 1.0194 -0.2528 0.6501 0.02
C -0.306 -0.460 3.858 -0.0016 0.0267 -0.9054 0.03
C 0.745 0.414 4.004 0.3101 0.5829 -0.7908 0.01
C 0.944 0.931 2.718 0.5042 0.1191 1.1279 0.02
N 0.057 0.406 1.873 -0.1999 0.3102 -0.4343 0.22
N -2.027 -1.551 0.650 -0.0812 -0.7208 -0.9145 0.01
C -2.923 -2.441 0.160 0.6262 0.4462 0.0729 0.01
C -2.805 -2.473 -1.209 0.5037 0.5076 -0.4119 0.01
C -1.795 -1.542 -1.495 -0.4701 -0.5334 -0.3446 0.02
N -1.350 -1.001 -0.363 0.3123 0.3794 -0.0156 0.17
H -1.926 -2.294 2.719 0.3611 -0.3682 0.0877 0.00
H -2.887 -0.690 2.496 -0.2031 0.4104 -0.1447 0.00
H -0.801 -1.069 4.587 -0.2157 -0.1393 0.0156 0.00
H 1.295 0.647 4.894 0.0268 0.0821 0.1223 0.00
H 1.659 1.674 2.412 0.0946 -0.0867 -0.1557 0.00
H -3.572 -3.001 0.802 -0.0807 0.0208 0.2830 0.00
H -3.366 -3.065 -1.903 -0.0955 -0.1042 -0.1319 0.00
H -1.387 -1.260 -2.451 0.0357 0.0700 -0.0244 0.00
S 4.809 1.426 -1.629 0.0401 0.1103 0.0573 0.02
C 4.674 -0.272 -1.793 0.2787 0.8121 -0.0629 0.27
C 3.425 -0.750 -1.481 -1.5629 0.2802 0.3792 0.09
C 2.533 0.262 -1.075 0.2942 -1.3327 0.0826 0.42
C 3.157 1.512 -1.080 0.7022 0.9770 -0.1323 0.28
C 2.503 2.714 -0.644 0.2864 0.0929 -0.1123 0.03
C 3.009 4.010 -0.818 0.0346 -0.3436 -0.0550 0.10
C 2.249 5.082 -0.396 -0.2072 0.1350 0.0662 -0.01
C 1.022 4.849 0.216 0.5035 0.1861 -0.1491 0.11
C 0.613 3.535 0.402 -0.0954 -0.5599 0.1056 0.03
N 1.322 2.505 -0.033 -0.1939 -0.1913 0.0737 0.17
H 5.527 -0.850 -2.097 0.2148 -0.1103 -0.1116 0.01
H 3.178 -1.796 -1.553 -0.0232 -0.0480 0.0346 0.00
H 3.965 4.146 -1.299 0.1034 0.1244 -0.0370 0.00
H 2.599 6.092 -0.540 0.0619 0.0957 -0.0270 0.00
H 0.402 5.668 0.547 -0.0342 0.0137 0.0692 0.01
H -0.307 3.304 0.930 0.0080 -0.0466 -0.1067 0.00
C -4.262 1.141 -0.926 -0.0929 -0.0935 0.0521 0.00
C -3.380 2.309 -1.391 -1.1031 0.2154 0.0716 0.00
C -2.014 1.909 -1.442 1.3352 -0.2713 -0.0935 0.03
N -0.922 1.545 -1.421 -0.5194 0.3043 0.0124 0.08
H -5.269 1.508 -0.756 -0.0490 0.0176 -0.0398 0.00
H -3.896 0.715 0.005 0.0477 -0.0316 0.0777 0.00
H -4.298 0.356 -1.678 0.0145 -0.0272 -0.0165 0.00
H -3.458 3.143 -0.688 0.0446 0.0256 -0.1065 0.00
H -3.708 2.663 -2.372 0.1617 0.0574 0.0395 0.00
C 0.396 -4.926 -1.067 -0.0390 -0.0221 0.0076 0.00
C 1.584 -4.307 -0.316 0.0769 -1.1606 -0.2543 0.00
C 1.345 -2.947 0.047 -0.2943 1.3839 0.4970 0.01
N 1.137 -1.846 0.311 0.4893 -0.4859 -0.2023 0.11
H 0.646 -5.947 -1.341 0.0314 -0.0318 -0.0103 0.00
H 0.166 -4.374 -1.976 -0.0221 0.0456 -0.0262 0.00
H -0.489 -4.953 -0.436 -0.0454 0.0517 0.0099 0.00
H 2.482 -4.339 -0.943 -0.0160 -0.0131 0.1559 0.00
H 1.784 -4.888 0.590 0.1072 0.1622 -0.0670 0.00
```
Positions in Å, forces in eV/Å.

=====

4.
Computed, not measured: a structure of composition C3H4KO3 in a non-equilibrium geometry, with ωB97M-V with the def2-TZVPD basis set.

Kohn-Sham gap (alpha / beta) = 10.166 / 7.707 eV
Total energy = -941.65937 Eh
Spin multiplicity = 2
Total charge = +2

Structure (XYZ):
```
11
Properties=species:S:1:pos:R:3:forces:R:3:lowdin_spin:R:1
C 1.324 0.346 0.298 0.8783 -2.6610 2.4504 0.00
C 0.173 -0.084 -0.562 2.3052 1.4803 -0.8296 0.02
O -1.045 0.342 0.065 -1.7354 -0.1335 -0.0503 0.19
C -2.138 -0.285 -0.095 1.0418 1.2005 -0.4141 0.59
O -3.226 0.325 -0.122 0.0662 -0.3146 0.1530 0.16
H 0.512 0.713 -1.350 -1.7762 -1.7891 -0.0404 0.00
H 0.153 -1.164 -0.761 0.1955 0.5985 -0.5051 0.01
H -4.001 -0.243 -0.306 -0.3431 -0.0773 0.1706 0.02
H 1.108 1.077 1.103 0.1871 0.4157 -0.6047 0.00
K 4.769 -0.739 1.454 0.2132 -0.0523 0.0086 0.00
O 2.371 -0.288 0.277 -1.0326 1.3328 -0.3383 0.00
```
Positions in Å, forces in eV/Å.

=====

The following relative energy (zero: lowest compared OMol25 entry of this formula, charge and spin) values (in kcal/mol) correspond, in order, to the records above: 31.14; 0.00; 81.23; 2.82.